[1]
Formula: C21H34Br2Cl2FIN2O2P
Source: the OMol25 dataset
Level of theory: wB97M-V/def2-TZVPD

The spin multiplicity is 1. Its total energy is -214620.04602 eV. As for the total charge: +1. For the frontier orbital gap, the calculation gives 7.030 eV.

Last column: Mulliken charge in e.
Atoms and positions in Å:
C: -4.070 -2.193 -3.225  -0.82
C: -3.848 -0.584 -2.908  0.06
C: -4.307 -0.191 -1.376  -0.79
C: -3.430 1.015 -0.692  -0.03
C: -3.770 1.264 0.916  -0.67
C: -2.864 2.472 1.592  -0.38
C: -1.430 1.974 2.215  -0.83
C: -0.405 1.536 1.015  1.03
C: -0.055 -0.034 0.568  0.63
C: -0.828 -1.200 1.412  0.52
F: -1.219 -2.406 0.648  -0.35
C: -0.059 -1.552 2.857  -0.79
C: 1.176 -0.530 3.201  -0.34
C: 1.061 -0.298 -0.652  0.50
C: 1.447 -1.819 -1.138  -1.05
Br: 0.047 -2.646 -2.374  0.00
C: 1.970 -2.831 0.031  0.32
C: 2.221 -4.307 -0.716  -0.99
Br: 3.778 -2.264 0.711  -0.13
C: 1.737 1.049 -1.391  0.02
C: 2.864 0.921 -2.618  -0.92
C: 1.996 0.667 -3.995  -0.11
N: 0.652 0.347 -3.964  -0.35
N: 1.328 2.472 -0.960  0.35
P: 1.945 3.981 -1.731  0.08
O: 3.514 4.384 -1.093  -0.48
O: 1.922 3.882 -3.469  -0.44
C: 0.335 2.740 0.190  -0.97
I: -0.130 4.844 0.773  0.21
H: -4.479 -2.788 -2.303  0.29
H: -4.792 -2.293 -4.164  0.27
H: -3.042 -2.686 -3.537  0.13
H: -4.424 0.017 -3.735  0.35
H: -2.706 -0.354 -3.024  -0.10
H: -4.174 -1.166 -0.728  0.27
H: -5.453 0.060 -1.419  0.28
H: -2.296 0.825 -0.909  -0.16
H: -3.701 2.039 -1.244  0.34
H: -4.892 1.673 0.928  0.41
H: -3.790 0.276 1.548  0.24
H: -3.534 2.917 2.473  0.37
H: -2.791 3.318 0.788  0.18
H: -1.691 1.084 2.967  0.25
H: -1.008 2.838 2.922  0.47
H: -1.866 -0.724 1.764  -0.46
H: -0.839 -1.521 3.756  0.36
H: 0.388 -2.646 2.872  0.42
H: 2.071 -0.611 2.444  0.03
H: 1.616 -0.876 4.255  0.15
H: 0.823 0.581 3.332  0.14
H: 2.384 -1.705 -1.872  0.36
H: 1.230 -3.048 0.902  0.03
H: 2.501 -4.205 -1.847  0.26
H: 1.235 -4.959 -0.544  0.29
H: 3.065 -4.843 -0.107  0.40
H: 3.597 -0.007 -2.453  0.41
H: 3.573 1.848 -2.700  0.39
H: 2.517 0.737 -5.053  0.36
H: 0.327 0.204 -4.950  0.24
H: 3.395 4.302 -0.081  0.37
H: 2.817 4.123 -3.867  0.36
C: 4.616 -0.592 5.976  -0.27
Cl: 3.354 0.638 5.837  -0.13
Cl: 3.944 -2.216 5.789  -0.14
H: 5.364 -0.425 5.197  0.25
H: 5.085 -0.512 6.960  0.31

[2]
Formula: C21H34ClF3GdN3O4
Source: the OMol25 dataset
Level of theory: wB97M-V/def2-TZVPD

The spin multiplicity is 8. Its total energy is -76496.21930 eV. As for the total charge: 0. For the frontier orbital gap (spin up / spin down), the calculation gives 5.286 / 5.380 eV.

Last column: Löwdin spin population.
Atoms and positions in Å:
O: 2.345 0.168 -3.669  0.00
C: 1.346 0.357 -4.364  0.00
C: 0.673 1.666 -4.477  0.00
C: 0.953 2.738 -3.601  0.00
H: 1.357 2.529 -2.603  0.00
C: 0.697 4.037 -4.035  0.00
H: 0.994 4.895 -3.408  0.00
C: 0.084 4.219 -5.293  0.00
H: 0.051 5.217 -5.732  0.00
C: -0.448 3.135 -6.015  0.00
H: -1.049 3.287 -6.919  0.00
C: -0.200 1.847 -5.557  0.00
H: -0.626 0.958 -6.011  0.00
H: 0.708 -0.479 -4.798  0.00
C: -2.521 -1.436 -2.232  -0.03
C: -2.497 -0.243 -1.351  -0.23
H: -3.077 -1.225 -3.161  0.00
H: -2.995 -2.274 -1.697  0.00
H: -1.505 -1.757 -2.517  -0.01
C: -2.826 1.020 -1.604  0.03
C: -4.217 1.542 -1.877  0.00
H: -2.066 1.820 -1.737  0.00
H: -4.227 1.993 -2.878  0.00
H: -4.522 2.307 -1.149  0.00
H: -4.965 0.739 -1.849  0.00
Gd: -0.845 -0.285 0.158  7.29
Cl: -3.084 -0.377 1.467  -0.03
C: -0.973 0.480 3.354  0.00
O: -0.365 -0.254 2.511  0.01
N: -1.116 0.219 4.650  0.00
C: -0.523 -0.978 5.220  0.00
C: -2.045 0.947 5.525  0.00
H: -1.472 1.400 3.002  0.00
H: 0.181 -1.388 4.497  0.00
H: -1.300 -1.712 5.465  0.00
H: -0.014 -0.726 6.155  0.00
H: -2.368 1.872 5.033  0.00
H: -1.544 1.183 6.476  0.00
H: -2.924 0.325 5.763  0.00
H: 5.220 1.784 -1.535  0.00
H: 4.678 1.952 0.838  0.00
C: 4.153 1.782 -1.800  0.00
C: 3.609 2.030 0.592  0.00
N: 3.380 1.315 -0.659  0.00
H: 3.960 1.132 -2.662  0.00
C: 2.454 0.357 -0.795  0.00
O: 1.481 0.207 -0.006  0.00
H: 3.012 1.612 1.406  0.00
H: 2.585 -0.296 -1.682  0.00
H: 3.864 2.814 -2.060  0.00
H: 3.388 3.102 0.463  0.00
H: 0.062 -5.859 0.507  0.00
H: 2.209 -5.743 -1.078  0.00
C: -0.422 -5.306 -0.310  0.00
C: 1.592 -5.136 -1.760  0.00
N: 0.554 -4.457 -1.003  0.00
H: -1.273 -4.737 0.077  0.00
C: 0.591 -3.143 -0.898  0.00
O: -0.264 -2.490 -0.220  0.00
H: 2.196 -4.354 -2.240  0.00
H: 1.401 -2.630 -1.445  0.00
H: -0.777 -6.067 -1.014  0.00
H: 1.125 -5.787 -2.514  0.00
F: 0.351 2.667 1.907  -0.01
C: -0.371 2.421 0.750  -0.02
F: -1.480 3.228 0.864  0.00
F: 0.399 3.029 -0.233  0.00

[3]
Formula: C21H34F13InNO3
Source: the OMol25 dataset
Level of theory: wB97M-V/def2-TZVPD

The spin multiplicity is 1. Its total energy is -70463.59795 eV. As for the total charge: -1. For the frontier orbital gap, the calculation gives 7.260 eV.

Last column: Mulliken charge in e.
Atoms and positions in Å:
C: -3.312 1.789 -0.121  -0.52
C: -2.803 3.131 -0.722  -0.81
C: -1.582 2.916 -1.638  0.66
O: -2.057 2.531 -2.906  -0.78
In: -1.152 0.720 -3.476  1.03
C: -1.905 0.255 -5.528  -1.32
C: 1.065 1.140 -3.429  -1.26
C: 1.890 -0.047 -2.855  0.26
C: 2.780 0.330 -1.690  0.84
F: 2.291 1.336 -0.960  -0.25
F: 3.938 0.827 -2.221  -0.40
C: 3.219 -0.853 -0.805  0.30
F: 4.312 -0.574 -0.118  -0.32
F: 3.576 -1.841 -1.648  -0.32
C: 2.126 -1.463 0.106  0.64
F: 1.117 -1.981 -0.562  0.09
F: 2.724 -2.491 0.759  -0.37
C: 1.547 -0.531 1.209  0.54
F: 0.476 0.087 0.707  -0.27
F: 2.414 0.386 1.612  -0.37
C: 1.046 -1.279 2.479  0.47
F: 0.411 -2.391 2.177  -0.19
F: 2.098 -1.505 3.265  -0.32
C: 0.025 -0.420 3.307  0.64
F: 0.337 0.845 3.345  -0.21
F: 0.042 -0.896 4.550  -0.30
F: -1.185 -0.595 2.877  -0.21
O: -1.694 -0.755 -2.107  -0.24
C: -1.565 -2.069 -2.631  -0.38
C: -2.358 -3.064 -1.735  0.71
C: -2.725 -2.426 -0.381  -1.49
C: -1.675 -4.461 -1.539  0.46
C: -0.979 -4.646 -0.162  -1.40
C: -0.732 -4.872 -2.675  -1.62
H: -3.628 1.925 0.918  0.40
H: -4.112 1.395 -0.744  0.24
H: -2.480 1.078 -0.098  -0.16
H: -2.624 3.894 0.048  0.40
H: -3.605 3.523 -1.352  0.27
H: -0.882 2.183 -1.199  -0.51
H: -1.062 3.891 -1.710  0.23
H: -2.522 1.100 -5.846  0.31
H: -2.540 -0.632 -5.460  0.25
H: -1.103 0.126 -6.257  0.27
H: 1.343 1.237 -4.483  0.35
H: 1.275 2.106 -2.969  0.41
H: 2.562 -0.416 -3.631  0.45
H: 1.212 -0.872 -2.627  -0.74
H: -0.489 -2.286 -2.682  -0.05
H: -2.053 -2.058 -3.616  0.16
H: -3.319 -3.266 -2.224  0.23
H: -3.211 -3.150 0.280  0.38
H: -3.393 -1.574 -0.498  0.42
H: -1.810 -2.052 0.082  0.04
H: -2.492 -5.196 -1.532  0.28
H: -1.759 -4.896 0.558  0.34
H: -0.330 -5.525 -0.232  0.45
H: -0.438 -3.760 0.161  0.21
H: 0.178 -4.264 -2.592  0.26
H: -0.394 -5.906 -2.567  0.47
H: -1.130 -4.690 -3.675  0.35
C: 2.775 4.337 7.063  -1.18
C: 2.881 5.139 5.788  0.74
O: 3.524 6.177 5.728  -0.66
N: 2.231 4.666 4.693  -0.11
C: 1.426 3.462 4.576  -0.72
H: 3.343 4.838 7.842  0.29
H: 1.734 4.265 7.382  0.33
H: 3.188 3.338 6.919  0.34
H: 2.343 5.247 3.877  0.21
H: 1.860 2.820 3.810  0.22
H: 0.417 3.744 4.270  0.27
H: 1.377 2.918 5.514  0.28

[4]
Formula: C21H34MgN8S2
Source: the OMol25 dataset
Level of theory: wB97M-V/def2-TZVPD

The spin multiplicity is 1. Its total energy is -61354.88880 eV. As for the total charge: +2. For the frontier orbital gap, the calculation gives 8.736 eV.

Last column: Mulliken charge in e.
Atoms and positions in Å:
Mg: 0.210 -0.178 0.778  3.24
C: 1.687 0.212 3.525  -0.84
C: 2.365 1.174 2.515  -0.62
N: 2.336 0.637 1.148  -0.27
C: 3.360 -0.398 0.921  -1.08
C: 2.854 -1.484 -0.022  -0.62
N: 1.488 -1.915 0.314  -0.30
C: 1.367 -2.841 1.458  -0.75
C: 1.549 -2.158 2.812  -1.22
N: 0.869 -0.842 2.877  -0.62
H: 1.040 0.805 4.170  0.46
H: 2.433 -0.250 4.173  0.42
H: 3.384 1.397 2.845  0.47
H: 1.823 2.119 2.512  0.31
H: 2.492 1.391 0.491  0.40
H: 3.644 -0.825 1.880  0.32
H: 4.275 0.035 0.511  0.51
H: 3.557 -2.323 -0.025  0.48
H: 2.818 -1.086 -1.039  0.23
H: 1.087 -2.383 -0.491  -0.03
H: 2.070 -3.678 1.381  0.42
H: 0.356 -3.251 1.427  0.47
H: 2.606 -2.024 3.029  0.36
H: 1.173 -2.827 3.589  0.57
H: 0.018 -0.951 3.415  0.38
N: -0.738 2.696 2.929  -0.25
C: -1.730 1.794 2.635  -0.13
N: -1.548 0.775 1.832  0.28
C: -2.738 0.086 1.661  -0.69
C: -3.783 0.530 2.395  -0.38
S: -3.318 1.921 3.285  -0.15
C: -2.782 -1.021 0.703  -0.05
C: -3.894 -1.476 0.080  -0.60
S: -3.501 -2.814 -0.917  -0.15
C: -1.849 -2.641 -0.474  -0.15
N: -1.604 -1.664 0.360  -0.14
N: -0.873 -3.474 -1.012  -0.33
H: -0.257 3.021 2.098  0.15
H: -1.003 3.460 3.533  0.28
H: -4.774 0.115 2.475  0.49
H: -4.900 -1.097 0.144  0.50
H: -1.246 -4.151 -1.665  0.29
H: -0.329 -3.963 -0.311  0.24
C: -0.398 0.794 -4.926  -0.86
N: -0.497 -0.248 -3.861  -0.06
C: 0.851 -0.640 -3.370  -0.69
C: -1.433 0.147 -2.713  -0.31
C: -0.990 1.388 -1.997  0.77
C: -1.468 2.602 -2.504  -0.63
C: -1.070 3.807 -1.956  -0.96
C: -0.179 3.778 -0.895  -1.21
C: 0.250 2.558 -0.386  -0.61
C: -0.139 1.293 -0.878  0.53
H: 0.208 0.400 -5.738  0.35
H: 0.066 1.679 -4.499  0.40
H: -1.396 1.032 -5.283  0.35
H: -0.917 -1.070 -4.293  0.36
H: 1.291 0.220 -2.872  0.34
H: 1.457 -0.956 -4.215  0.39
H: 0.733 -1.455 -2.658  0.19
H: -1.432 -0.716 -2.050  -0.89
H: -2.415 0.252 -3.175  0.72
H: -2.174 2.605 -3.328  0.48
H: -1.445 4.743 -2.347  0.42
H: 0.174 4.707 -0.461  0.48
H: 0.933 2.627 0.462  0.57